# 1
Here is a molecular structure, C4H9ClN5PS from the OMol25 dataset. Energies are from ωB97M-V/def2-TZVPD.

Last column: Löwdin charge in e.
Element x y z (Å)
Cl 2.03 3.17 -0.55  0.111
S -2.75 -3.31 -1.72  0.073
P -2.78 -2.90 0.21  0.347
N 0.68 1.22 -0.21  -0.112
N -2.77 0.16 0.95  -0.006
N 4.07 0.10 0.34  0.004
N -0.73 -0.90 -0.11  0.097
N -1.77 1.14 0.78  0.028
C -0.50 0.59 0.13  -0.148
C 1.83 0.52 -0.89  -0.220
C -2.14 -1.11 0.40  -0.340
C 3.32 1.01 -0.41  -0.313
H 1.81 -0.66 -0.77  0.125
H -1.80 -3.79 0.85  0.002
H -3.74 0.23 1.33  0.167
H 1.70 0.71 -2.07  0.139
H 5.00 0.51 0.59  0.022
H 0.76 2.26 -0.04  -0.154
H -4.07 -3.15 0.78  -0.024
H 3.80 2.05 -0.69  0.023
H -1.93 2.14 1.09  0.181

Summary:
- Total charge: 0
- Multiplicity: 1


# 2
Here is a molecular structure, C2H6Cl2 from the OMol25 dataset. Energies are from ωB97M-V/def2-TZVPD.

Last column: Löwdin charge in e.
Element x y z (Å)
Cl 0.95 0.10 -0.06  0.428
Cl -1.52 -0.93 -0.03  0.402
C -2.60 0.48 0.00  -0.495
C 2.65 -0.41 0.01  -0.499
H -2.20 1.22 0.69  0.029
H 3.00 -0.32 1.04  0.026
H 2.73 -1.44 -0.32  0.029
H 3.24 0.24 -0.64  0.024
H -2.66 0.90 -1.01  0.031
H -3.59 0.16 0.33  0.026

Summary:
- Total charge: 0
- Relative energy (zero: lowest compared OMol25 entry of this formula, charge and spin): 12.9 kcal/mol
- Multiplicity: 1


# 3
Here is 2 unconnected molecules or ions with the total composition C4H4N2S from the OMol25 dataset. Energies are from ωB97M-V/def2-TZVPD.

Last column: Löwdin charge in e.
Element x y z (Å)
S -3.79 0.32 -0.25  0.587
N -0.23 -0.38 0.22  -0.015
N 2.02 -0.52 -0.27  0.057
C 0.99 -1.21 0.15  -0.146
C 1.57 0.77 -0.26  -0.181
C 0.22 0.86 -0.04  -0.162
C -2.66 -0.66 -0.76  -0.524
H 2.11 1.71 -0.27  0.096
H -0.77 -0.34 0.99  0.065
H 0.92 -2.27 0.49  0.126
H -0.39 1.72 0.00  0.096

Summary:
- Total charge: 0
- Relative energy (zero: lowest compared OMol25 entry of this formula, charge and spin): 85.4 kcal/mol
- Multiplicity: 1


no.,HOMO-LUMO gap (eV),maximum force (hartree/bohr),energy (Eh)
1,6.58,0.14779,-1631.04236
2,10.61,0.03395,-1000.15252
3,8.29,0.10290,-662.38950